(1)
Here is 2 unconnected molecules or ions with the total composition C5H6O2 at a distorted geometry from the Open Molecules 2025 dataset. Energies are from ωB97M-V/def2-TZVPD.

The geometry in XYZ format:
```
13
Properties=species:S:1:pos:R:3:forces:R:3:lowdin_charge:R:1
O -1.655800 -1.309281 -0.030146 0.62 0.80 0.58 0.155
O 0.724658 -1.143313 -2.078602 0.01 0.08 0.01 0.055
C 1.197580 -0.405993 0.158951 0.90 0.26 -0.74 -0.149
C 1.392924 0.881859 -0.131240 -0.52 -0.39 0.28 0.038
C -1.963360 0.986449 0.760191 0.36 1.52 0.31 0.012
C 0.915184 -1.410615 -0.922548 -0.01 0.11 0.45 -0.307
C -1.661538 -0.210536 0.372679 -1.56 -1.75 -0.79 -0.290
H 1.461969 -0.814431 1.124154 -0.14 0.00 0.17 0.099
H -2.880212 1.203863 1.296914 0.14 -0.37 -0.05 0.070
H 0.928898 -2.454520 -0.559556 -0.04 -0.06 -0.16 0.117
H 1.122248 1.267238 -1.102636 0.20 -0.04 -0.26 0.077
H -1.319759 1.818304 0.505375 0.05 -0.17 0.09 0.055
H 1.737208 1.590977 0.606464 -0.01 0.02 0.12 0.067
```
Forces are in eV/Å.

As for the frontier orbital gap: 9.5 eV. The value obtained for the LUMO energy is 0.1058 eV. Its charge is 0. The SMILES is C=CC=O.C=C=O. The calculation puts the electronic energy at -9374.701 eV. For the HOMO energy, the calculation gives -9.4 eV. The value obtained for the relative energy (zero: lowest compared OMol25 entry of this formula, charge and spin) is 55.22 kcal per mole. The largest force on an atom comes out at 2.48 eV/A.


(2)
Here is a single C5H6O2 molecule from the Open Molecules 2025 dataset. Energies are from ωB97M-V/def2-TZVPD.

The geometry in XYZ format:
```
13
Properties=species:S:1:pos:R:3:forces:R:3:lowdin_charge:R:1
O -1.946142 2.436416 -0.440622 0.42 -0.20 0.26 0.090
O -0.348017 1.197612 0.541712 -0.18 0.19 -0.16 0.007
C -0.406688 -1.181038 -0.000686 -0.72 0.09 -0.62 -0.082
C -1.172017 -1.831392 -0.670280 0.61 0.05 0.42 0.135
C -1.383950 1.388079 -0.313623 0.02 0.00 0.03 -0.328
C 1.760286 0.047453 0.219393 0.06 0.02 0.02 -0.032
C 0.313589 -0.086735 0.679075 -0.01 -0.15 0.04 -0.363
H -1.643533 0.478983 -0.855230 -0.12 0.05 -0.14 0.111
H 2.336695 -0.806984 0.581292 -0.07 -0.01 -0.14 0.088
H 2.201506 0.947904 0.650967 -0.13 -0.04 -0.03 0.087
H 0.294455 -0.283888 1.752551 0.01 0.04 -0.02 0.149
H -1.841403 -2.406473 -1.273898 0.17 -0.01 0.17 0.045
H 1.835220 0.100065 -0.870654 -0.06 -0.01 0.17 0.092
```
Forces are in eV/Å.

As for the frontier orbital gap: 11.1 eV. The value obtained for the LUMO energy is 0.8499 eV. Its charge is 0. The SMILES is C#C[C@@H](C)OC=O. The calculation puts the electronic energy at -9374.856 eV. For the HOMO energy, the calculation gives -10.2 eV. The value obtained for the relative energy (zero: lowest compared OMol25 entry of this formula, charge and spin) is 51.64 kcal per mole. The largest force on an atom comes out at 0.95 eV/A.


(3)
Here is 2 unconnected molecules or ions with the total composition C5H6O2PS at a distorted geometry from the Open Molecules 2025 dataset. Energies are from ωB97M-V/def2-TZVPD.

The geometry in XYZ format:
```
15
Properties=species:S:1:pos:R:3:forces:R:3:lowdin_charge:R:1
S -1.355156 -1.235653 1.560977 0.38 -2.08 0.34 0.975
P 2.644680 0.481966 -0.706161 1.66 -2.71 0.42 0.361
O 2.870610 1.902205 -0.468534 -0.28 2.04 -0.80 -0.395
O 2.622371 -0.338029 0.570585 0.10 -0.19 -1.46 -0.440
C -2.309370 0.095950 1.660945 -0.73 2.95 0.56 -0.514
C -0.428057 0.867588 0.686540 0.42 4.39 0.21 -0.255
C -0.081600 -0.394830 0.884699 2.51 -1.76 -1.25 -0.469
C -1.662151 1.257120 1.246553 -1.14 -1.59 -0.87 -0.184
C 2.820055 -0.289900 -2.217238 -0.51 -0.21 1.83 -0.273
H -3.224738 0.087327 2.188824 -0.93 -0.26 0.26 0.034
H -2.083972 2.259406 1.107694 0.06 -0.55 0.46 0.096
H 2.743372 0.327013 -3.087053 0.03 0.10 -0.42 -0.064
H 0.172752 1.738408 0.342759 0.24 -1.32 -0.11 0.109
H 2.756439 -1.400155 -2.271465 -0.08 1.16 0.06 -0.027
H 0.960680 -0.775758 0.593054 -1.72 0.04 0.78 0.044
```
Forces are in eV/Å.

As for the frontier orbital gap: 7.0 eV. The value obtained for the LUMO energy is 3.0123 eV. Its charge is -1. The calculation puts the electronic energy at -29502.406 eV. For the HOMO energy, the calculation gives -3.9 eV. The value obtained for the relative energy (zero: lowest compared OMol25 entry of this formula, charge and spin) is 49.77 kcal per mole. The largest force on an atom comes out at 4.42 eV/A.